The following is a quantum chemistry calculation of 2 unconnected molecules or ions with the total composition C10H8BN2O9 in a non-equilibrium geometry, from the OMol25 dataset.

Geometry as XYZ:
```
30
Properties=species:S:1:pos:R:3:mulliken_charge:R:1
O -2.245 1.118 -1.140 -0.510
O 2.813 -3.697 -0.077 -0.529
C 3.190 -1.297 -0.435 -0.559
H 0.860 0.203 -0.088 0.077
C -4.400 2.393 1.096 0.580
C 3.839 -0.037 1.593 0.210
H 2.157 -1.280 1.432 0.181
H 2.152 1.415 -0.027 0.287
C -3.461 -0.662 -1.984 0.506
O -4.348 0.062 -1.314 -0.502
O -3.687 -1.679 -2.576 -0.602
C -2.106 0.022 -1.870 0.690
H 4.654 -2.921 -0.622 0.370
H 4.156 -2.607 1.023 0.339
C 3.794 -2.668 -0.010 -0.669
C 1.216 1.118 1.801 0.165
O -3.801 1.260 0.740 -0.483
H 2.384 -1.531 -1.126 0.343
C 2.690 -0.559 0.811 0.284
H 3.989 -0.747 -0.932 0.402
O -4.258 2.499 -1.212 -0.497
B -3.666 1.237 -0.729 1.052
O -1.076 -0.360 -2.356 -0.642
O -4.663 2.721 2.217 -0.594
C -4.695 3.193 -0.166 0.604
N 4.785 0.195 2.202 -0.525
H 2.272 -3.624 0.710 0.327
O -5.230 4.264 -0.215 -0.599
C 1.694 0.581 0.501 -0.269
N 0.942 1.513 2.843 -0.437
```

Values from the calculation:
F_max = 1.43 eV Å⁻¹
E_tot = -32591.35576 eV
charge = -1
multiplicity = 1
E_LUMO = 2.320 eV


The following is a quantum chemistry calculation of 4 unconnected molecules or ions with the total composition C19H29F9NO15P2S in a non-equilibrium geometry, from the OMol25 dataset.

Geometry as XYZ:
```
76
Properties=species:S:1:pos:R:3:mulliken_charge:R:1
F 0.087 1.398 -2.747 -0.215
C -3.432 -4.008 -6.171 -0.338
C 2.031 0.910 8.086 -1.032
O 0.881 0.519 0.632 -0.353
F 2.646 2.906 6.895 -0.238
C -0.138 1.184 -1.420 1.014
H -0.296 -1.927 -8.722 0.323
C -3.020 -2.921 -7.365 -0.195
H 2.941 1.631 1.889 0.299
C -3.843 -6.771 -4.964 0.233
H -1.931 -3.061 -7.768 -0.001
H 0.924 1.671 6.411 0.280
H 2.965 1.430 7.850 0.249
H 0.863 7.631 10.681 0.363
H -3.763 -0.710 -7.800 0.400
H 0.861 1.362 -7.612 0.310
O -2.577 2.172 -6.350 -0.682
C -2.190 -0.578 -6.130 0.935
H 1.694 6.089 10.402 0.306
C 1.205 0.700 6.831 -0.275
O -0.382 -2.864 -3.099 -0.604
F 4.015 -1.246 4.541 -0.255
H 0.275 0.160 7.042 0.349
O -2.591 -6.456 -5.731 -0.315
H 0.562 -2.886 -2.758 0.328
H 2.305 -0.045 8.544 0.462
O 0.937 4.156 8.731 -0.505
P -0.358 -2.130 -4.724 0.542
H -3.739 -3.197 -8.277 0.350
F -1.318 0.504 -1.338 -0.255
H 3.604 0.773 0.505 0.371
O 1.974 0.020 5.827 -0.213
H 1.474 1.497 8.822 0.302
O 0.249 1.175 -6.829 -0.437
C 1.459 4.792 7.820 0.381
H 2.354 7.564 9.709 0.304
F 2.159 -1.959 3.643 -0.232
C 2.070 -1.342 5.962 0.285
H 0.623 -3.418 -6.264 0.369
C 1.004 0.437 -0.732 0.205
C 1.874 -0.182 1.397 0.028
H -4.568 -3.987 -5.893 0.429
H 2.058 -1.178 0.978 0.313
H -4.061 -5.951 -7.297 0.300
H 1.458 -0.326 2.400 0.190
F 3.257 -3.228 5.036 -0.256
H -4.757 -7.238 -5.543 0.293
O 1.363 6.154 7.686 -0.314
C -2.937 0.879 -5.756 -0.033
F 3.403 4.888 6.400 -0.263
O -1.571 0.482 -8.661 -0.738
H -1.791 -0.403 -4.034 0.347
C 2.260 4.192 6.665 0.819
H -2.257 -5.401 -7.643 0.263
H -0.336 6.294 8.901 0.313
H -2.795 -3.865 -5.188 0.125
O 1.896 -0.183 -1.303 -0.506
N -1.794 -1.134 -4.806 -0.245
C -3.080 -5.518 -6.788 -0.548
O 0.147 -1.437 -7.961 -0.524
H -4.343 -1.387 -6.140 0.430
F 1.548 4.175 5.502 -0.262
F -0.369 2.413 -0.874 -0.264
P -0.829 -0.131 -7.366 0.888
C 1.419 7.044 9.945 -1.090
O -3.950 0.855 -4.856 -0.671
S 1.359 -1.130 -4.723 -0.266
C -3.421 -1.413 -6.897 -1.260
O -3.846 -6.434 -3.670 -0.475
H 3.879 0.138 2.139 0.320
H 0.313 7.806 8.270 0.319
O 1.549 -1.978 6.873 -0.532
C 0.594 6.834 8.689 -0.197
C 3.151 0.633 1.491 -1.138
C 2.872 -1.942 4.806 0.937
O -0.280 -3.504 -5.800 -0.546
```

Values from the calculation:
F_max = 8.91 eV Å⁻¹
E_tot = -106244.60052 eV
charge = -1
multiplicity = 1
E_LUMO = 1.172 eV


The following is a quantum chemistry calculation of 2 unconnected molecules or ions with the total composition C2HCl4F2NS3 in a non-equilibrium geometry, from the OMol25 dataset.

Geometry as XYZ:
```
13
Properties=species:S:1:pos:R:3:mulliken_charge:R:1
Cl 0.295 2.313 -1.514 -0.005
H 1.572 -1.249 -0.589 0.278
S -0.514 -1.510 0.079 0.353
Cl -2.021 -1.731 2.693 -0.139
F 2.313 0.804 -2.108 -0.169
S -1.284 0.381 0.907 -0.033
S -0.963 -0.899 -1.851 -0.142
F 0.049 -0.224 3.092 -0.154
N 0.987 -1.733 0.038 -0.493
Cl 1.392 1.395 -4.281 -0.093
C -1.204 -0.127 2.571 0.412
Cl -1.881 1.135 3.548 -0.138
C 1.259 1.446 -2.586 0.324
```

Values from the calculation:
F_max = 1.98 eV Å⁻¹
E_tot = -91605.45440 eV
multiplicity = 1
E_LUMO (spin up / spin down) = -0.525 / -3.305 eV
relative energy (zero: lowest compared OMol25 entry of this formula, charge and spin) = 57.5 kcal/mol


The following is a quantum chemistry calculation of a gas-phase ion, C4H8N3O (charge +1) in a non-equilibrium geometry, from the OMol25 dataset.

Geometry as XYZ:
```
16
Properties=species:S:1:pos:R:3:mulliken_charge:R:1
H 1.762 -0.791 2.570 0.503
N 0.931 -1.587 0.832 -0.072
H -0.234 2.997 -0.792 0.303
N 0.709 0.508 1.427 -0.760
C 1.211 -0.643 1.719 -0.169
H 0.008 -0.991 -2.211 0.373
C 0.158 -0.943 -0.070 0.330
C -0.392 -1.445 -1.389 -1.210
H 1.272 -2.499 0.641 0.218
H -0.207 -2.420 -1.716 0.418
C -0.880 2.455 -0.112 -0.608
H -1.851 2.694 -0.014 0.294
N 0.030 0.308 0.346 1.080
O -0.675 1.053 -0.430 -0.329
H -0.277 2.536 0.758 0.339
H -1.564 -1.232 -1.560 0.290
```

Values from the calculation:
F_max = 5.50 eV Å⁻¹
E_tot = -10785.36706 eV
charge = +1
multiplicity = 1
E_LUMO = -3.064 eV
structure (SMILES) = COn1nc[nH+]c1C
relative energy (zero: lowest compared OMol25 entry of this formula, charge and spin) = 113.8 kcal/mol


The following is a quantum chemistry calculation of a molecular structure, C3H3ClN2S in a non-equilibrium geometry, from the OMol25 dataset.

Geometry as XYZ:
```
10
Properties=species:S:1:pos:R:3:mulliken_spin:R:1
H -0.809 1.961 0.375 0.142
C 0.211 0.475 -0.934 0.668
H 1.759 -1.062 -0.629 0.005
N -0.751 -2.560 0.378 0.024
Cl -1.180 2.466 1.829 0.177
C 0.667 -0.885 -0.990 -0.047
N -0.251 1.515 -0.663 0.062
S -0.453 1.018 2.942 0.885
C -0.122 -1.820 -0.213 0.040
H 0.928 -1.108 -2.094 0.044
```

Values from the calculation:
F_max = 5.96 eV Å⁻¹
E_tot = -29491.08640 eV
multiplicity = 3
E_LUMO (spin up / spin down) = -0.619 / -3.261 eV
relative energy (zero: lowest compared OMol25 entry of this formula, charge and spin) = 68.8 kcal/mol


The following is a quantum chemistry calculation of a single C4H8N2O molecule in a non-equilibrium geometry, from the OMol25 dataset.

Geometry as XYZ:
```
15
Properties=species:S:1:pos:R:3:mulliken_charge:R:1
C 1.682 -1.003 0.208 -1.037
H 1.737 -0.022 -1.770 0.410
H 2.498 -1.605 -0.177 0.311
H -2.332 0.322 1.255 0.405
C -0.384 1.070 0.525 -0.456
H 2.001 -0.517 1.129 0.303
H -1.670 0.344 -1.606 0.344
H 0.145 0.768 1.438 0.237
N -2.269 0.014 -0.840 -0.553
C -1.650 0.238 0.409 0.139
N 0.393 0.928 -0.678 -0.617
O -1.565 -1.019 -0.149 -0.314
C 1.251 0.016 -0.800 0.209
H 0.840 -1.653 0.447 0.272
H -0.678 2.121 0.609 0.346
```

Values from the calculation:
F_max = 1.88 eV Å⁻¹
E_tot = -9302.29605 eV
multiplicity = 1
E_LUMO = 1.005 eV
structure (SMILES) = C/C=N\C[C@H]1NO1
relative energy (zero: lowest compared OMol25 entry of this formula, charge and spin) = 94.5 kcal/mol